Record 1
Below is a 3-piece molecular cluster, C38H68F9NO3S overall in a non-equilibrium geometry, with properties calculated with the ωB97M-V functional and the def2-TZVPD basis.

Results
- ΔE to the lowest compared entry with this formula, charge and spin: 651.3 kJ/mol
- HOMO energy: -0.34561 Ha
- SMILES string: CCCCCCCCC[C@@]1(S)C(=O)O[C@H](CC(C)C)[C@]1(CCC(N)=O)CCC(F)(F)C(F)(F)C(F)(F)C(F)(F)F.CCCCCC.CCCCCC
- Orbital gap: 0.350 hartree

Geometry as XYZ:
```
120
Properties=species:S:1:pos:R:3:forces:R:3
H 3.56371 -0.99644 0.86579 -1.0 -0.9 1.2
H -4.32725 -1.29647 -2.71387 0.0 0.0 0.0
H 8.30627 -0.71101 6.98641 -0.7 -1.1 -0.7
C -1.15437 -0.32753 -5.67805 -0.1 0.0 -0.1
H 6.72470 -1.63085 6.70575 1.5 0.0 -0.6
H -2.74006 0.06543 4.69889 1.1 0.3 -1.0
F 2.14381 5.23118 3.03444 -1.7 -2.4 1.8
C 5.89604 -2.10519 3.36853 0.2 0.3 -0.8
C 1.40375 -0.92256 1.36338 1.3 -0.9 -0.2
H -4.35558 0.52872 -4.54855 0.1 0.0 0.0
C -2.10424 0.15335 3.75988 -0.6 -0.5 -0.6
H 2.94625 -2.65433 1.38418 -0.2 1.5 0.5
H 5.36566 -0.38808 2.00912 -0.6 -0.6 1.5
H -3.05760 -1.31283 -5.51422 0.0 0.0 0.0
C -2.12332 -2.59796 4.03663 1.7 1.0 0.2
H -3.14091 -2.78803 4.54147 1.5 0.3 -1.2
H 5.37020 -2.69603 4.20009 1.0 1.0 -1.0
H -1.78002 -3.46457 3.38187 -0.8 0.8 1.0
H -5.63461 -2.61926 3.87900 0.2 1.4 0.4
C 5.05390 -0.77984 3.04634 -0.5 -0.7 -0.1
H -3.21746 -2.76667 7.50254 0.9 -0.2 0.3
C -1.57847 -3.43275 6.41248 0.0 -1.8 0.2
H -1.72345 0.29817 -2.99259 0.0 0.0 0.0
H 2.32737 1.92512 -12.17359 0.0 0.0 0.0
H 3.67924 3.16702 -10.54905 -0.1 0.0 0.0
H -3.23995 0.91980 -2.37893 0.1 0.0 0.0
C -7.21947 -1.02152 3.88690 0.7 0.5 0.3
C -0.60850 0.66070 3.99521 0.6 0.2 -0.1
C 7.76707 -0.80475 4.81854 0.7 -0.2 0.4
H -0.15106 1.01478 3.00676 -0.7 -0.5 1.3
H 1.17690 3.89558 -12.36132 0.0 0.0 0.0
O -1.52363 -4.67582 6.34848 -0.3 4.0 -0.1
H -1.47355 1.30239 1.34085 0.1 -1.2 -0.1
H 2.82297 2.45915 -9.20121 0.0 0.0 -0.1
H 1.40682 0.10028 1.86737 -0.3 -1.3 -0.7
C 2.31153 1.61401 -11.12413 0.0 0.1 -0.1
H 2.04878 4.72675 -9.54271 0.0 -0.1 0.0
H -3.93799 -2.67288 2.57763 0.7 1.6 -0.1
H -4.72295 0.34274 2.96008 -0.2 -1.4 0.0
F 0.84337 1.78822 5.58460 -2.3 1.0 -1.1
H 0.85561 5.44132 -11.57747 0.1 0.0 -0.1
C 1.56333 4.18787 3.80175 3.1 0.3 -0.4
C 0.26538 -1.91704 1.90216 0.7 0.8 0.2
C -5.18433 -0.98019 5.46241 -0.4 -0.9 0.4
H 7.88138 -2.87492 4.00845 -0.5 1.5 -0.6
H 0.55097 0.95328 -6.01050 -0.1 0.1 0.0
H 5.82963 -2.76446 2.42363 0.0 0.9 1.4
C -1.24494 -1.36163 1.71337 0.8 -1.8 0.3
H 0.44262 -2.92028 1.38235 -0.7 1.4 0.6
H 0.10136 -0.16783 4.36843 -1.2 1.4 -0.4
H -7.62702 -1.33375 2.86907 0.3 0.3 1.5
H 3.08729 0.84459 -11.02975 -0.1 0.0 0.0
H -2.64598 0.91488 3.08540 0.9 -1.3 1.1
H -7.25300 0.13103 3.94890 0.1 -1.7 -0.2
F -1.02311 4.18997 5.61152 0.7 -1.9 -2.6
O -3.40889 -1.75927 0.85997 1.3 -1.6 0.5
H -4.19039 -1.40790 5.81839 -1.1 0.5 -0.6
F -0.50141 5.27847 3.18462 1.0 -2.8 0.6
F 1.77941 4.49526 5.14602 -0.8 -0.8 -3.1
H 5.22464 0.07780 3.77553 -0.1 -1.3 -0.8
F -1.35230 1.55624 6.12658 1.7 1.0 -1.8
H 3.33405 -2.00961 3.84588 0.1 1.2 -1.1
C -3.61719 -1.59493 2.30921 -1.1 -1.2 1.2
C 0.03333 3.96522 3.39783 -0.3 2.4 -1.3
C -2.68178 -0.28985 -5.61693 -0.1 -0.1 0.0
H -1.83746 -1.81890 7.70994 -0.5 -0.6 -0.2
H -3.06835 0.07468 -6.57647 0.1 0.0 0.0
C 7.78189 -1.45506 6.30409 -0.2 0.6 -1.0
C 7.45207 -1.86260 3.65767 0.0 -0.3 0.7
H 1.36254 -0.76101 0.22306 -0.4 -0.3 1.9
S -1.30235 0.15567 0.58440 -0.1 0.3 0.4
H -0.85382 -1.01758 -6.47386 0.0 0.0 0.1
F 2.31688 3.02661 3.46075 -1.9 2.5 1.1
H 1.02044 1.16413 -8.64438 0.0 0.0 0.0
H -0.01306 -2.82606 4.95550 -1.4 0.7 0.2
H -1.01730 -1.41133 5.70105 0.0 -1.4 -1.0
C -0.53801 1.03659 -5.95493 0.2 -0.1 0.0
H 8.05446 -1.58030 2.71884 -1.2 -0.3 1.2
F 0.01219 3.34321 2.13553 -0.1 0.8 2.8
C -3.26160 0.58200 -4.49821 0.1 0.1 0.0
N -2.18535 -2.78377 7.60728 0.3 -0.1 -1.8
H -0.10767 -0.05008 -9.24527 0.1 0.0 0.1
H -5.11898 0.15335 5.53967 -0.2 -1.4 -0.3
C -0.89242 3.29410 4.50494 -1.7 1.1 1.0
H -0.89539 1.43561 -6.90811 0.0 0.0 0.1
C 0.87417 0.40219 -9.41105 -0.2 -0.1 0.0
C 2.69515 2.80066 -10.23372 0.0 -0.1 0.1
C 1.70296 3.96417 -10.24878 0.2 0.0 0.0
H 7.09526 0.11715 4.80282 0.8 -1.3 -0.1
H 0.47951 -2.09456 3.01521 -0.4 0.3 -1.5
H 1.63129 -0.37501 -9.27549 0.0 0.1 0.0
C -2.80948 0.20345 -3.08724 -0.2 0.0 0.0
H 0.75883 0.19232 -11.53981 0.0 0.1 0.0
H -7.85357 -1.39049 4.76549 0.8 0.2 -1.4
O -1.76677 -3.44372 0.24297 -1.6 3.9 1.7
H -5.97463 -1.34934 6.21886 1.3 0.7 -1.0
C -1.05796 -2.45146 5.22785 -0.2 -1.1 1.4
H 2.51815 4.98764 -11.97597 0.0 0.0 0.0
H 0.72270 3.63876 -9.88813 0.0 0.0 0.0
C 3.47042 -1.16511 3.08018 0.5 0.5 0.1
H -0.74248 -0.73702 -4.75023 -0.1 0.0 0.0
C 1.55758 4.60412 -11.62239 -0.2 0.1 0.0
C -4.90656 -0.76634 2.78801 -0.3 -0.7 -1.2
C -3.23903 -1.19856 -2.68123 0.2 -0.1 0.1
H -2.80508 -1.96008 -3.33310 0.0 0.0 0.0
F -2.20890 3.22832 3.94229 2.9 -0.3 1.0
H -3.00728 1.63141 -4.68086 0.0 0.0 0.0
H -5.65543 -0.82796 1.91039 1.3 0.1 1.2
C 0.95088 0.98931 -10.81356 0.1 -0.1 0.0
C -2.10684 -2.39811 0.80123 0.1 0.0 -0.1
C -5.66650 -1.49085 4.02552 -0.8 1.8 -0.4
C -2.18186 -1.30333 3.04803 -1.1 0.2 -1.2
H -2.91133 -1.41325 -1.66140 -0.1 0.0 -0.1
H 8.37768 -2.42198 6.22762 -0.9 1.2 0.4
H 8.83645 -0.42116 4.64636 -1.5 -0.5 0.2
H 2.94370 -0.23623 3.52186 0.5 -1.4 -0.9
C -0.45670 1.86132 5.03273 -0.9 -2.6 1.2
C 2.88873 -1.53656 1.63166 0.0 1.0 -0.2
H 0.15051 1.72341 -10.95045 0.1 0.0 0.0
H -0.77490 1.75533 -5.16905 0.0 0.0 0.0
```
Positions in Å, forces in eV/Å.

Record 2
Below is one molecule with the formula C2H9NO2Si in a non-equilibrium geometry, with properties calculated with the ωB97M-V functional and the def2-TZVPD basis.

Results
- ΔE to the lowest compared entry with this formula, charge and spin: 537.7 kJ/mol
- HOMO energy: -0.33719 Ha
- SMILES string: CON[SiH2]OC
- Orbital gap: 0.371 hartree

Geometry as XYZ:
```
15
Properties=species:S:1:pos:R:3:forces:R:3
H 1.59547 1.15388 0.03621 -0.1 0.5 0.0
H -0.59977 -1.99830 -2.78268 1.7 -0.7 -0.7
C 1.26470 1.73426 2.47041 2.6 -1.1 0.1
H 0.91672 -0.74845 -1.40961 -0.2 -0.4 0.9
N 0.80723 0.68993 0.46654 -1.3 -0.5 0.1
O -1.42943 -1.13114 -1.15753 -0.5 0.3 -0.9
H -2.25651 -2.03638 -2.75505 -2.7 -1.7 -0.4
H 1.90708 2.47043 1.94714 0.3 -0.3 0.6
O 0.26334 1.39330 1.60148 -0.7 -1.1 -1.7
H -1.54775 -0.47019 -3.19715 0.3 -2.0 1.1
Si -0.12628 -0.60703 -0.28856 1.6 1.2 -1.4
C -1.45648 -1.45239 -2.54639 1.0 4.6 0.2
H 1.88440 0.82901 2.86742 -0.9 1.4 -0.9
H -0.78622 -1.04066 0.84387 -0.3 -0.9 2.2
H 0.83011 2.18886 3.31931 -0.6 0.6 0.8
```
Positions in Å, forces in eV/Å.

Record 3
Below is a 5-piece molecular cluster, C22H33FN4 overall in a non-equilibrium geometry, with properties calculated with the ωB97M-V functional and the def2-TZVPD basis.

Results
- ΔE to the lowest compared entry with this formula, charge and spin: 0.0 kJ/mol
- HOMO energy: -0.34191 Ha
- SMILES string: Fc1ccccc1.CCCC#N.CCCC#N.CCCC#N.CCCC#N
- Orbital gap: 0.354 hartree

Geometry as XYZ:
```
60
Properties=species:S:1:pos:R:3:forces:R:3
C -20.44664 9.00409 -16.32384 1.8 -0.3 -0.2
H -22.36283 8.84962 -17.17897 -0.3 -0.4 0.2
H -14.26018 -6.92818 -15.06675 0.2 -0.2 -0.1
N -11.87187 -9.19921 -17.05276 -1.6 1.3 -0.6
C -12.62344 -1.84796 -10.11744 1.4 -3.0 0.9
H -11.14227 -3.17602 -9.25985 0.2 0.0 -0.2
H -22.33204 8.49863 -15.42161 -0.2 0.0 0.0
H -13.28590 -2.70038 -10.14756 -0.5 0.2 -0.1
H -7.72851 5.38670 -16.98760 -0.8 -0.3 0.1
H -19.94523 9.72836 -15.68186 0.1 -0.2 0.2
C -15.32018 -8.12701 -16.60850 1.0 -0.1 1.9
N -20.82991 5.83162 -17.86489 1.9 3.4 3.7
H -14.35272 -7.85417 -18.51279 0.1 -0.3 -0.2
C -14.94689 -7.77263 -15.12554 -1.2 0.0 -0.6
H -13.32060 -0.14040 -18.21996 -0.1 -0.3 -0.1
C -10.40266 -1.17576 -9.60648 0.7 0.5 -0.2
C -14.10066 -7.83463 -17.45252 0.8 0.7 -1.6
H -18.73966 7.48510 -16.14375 0.0 0.6 -0.3
C -16.21806 -0.70317 -16.22082 -0.3 0.1 -0.3
H -15.64830 -9.16481 -16.66682 0.2 0.0 -0.1
C -6.34145 3.84252 -17.24001 -0.5 -0.6 -0.2
C -12.01312 0.40795 -10.57668 0.9 -0.5 0.8
H -20.13694 9.25246 -17.33898 0.0 0.2 0.0
H -7.93752 4.14963 -15.65521 -0.3 -0.6 -0.9
H -13.75036 -6.81143 -17.31676 -0.5 0.4 0.2
H -5.72323 4.51720 -17.83222 0.3 0.1 0.3
H -5.70756 3.15845 -16.67580 0.1 0.1 0.0
H -15.09400 -1.91344 -17.66289 0.2 -0.1 0.3
C -10.75199 0.11455 -10.04189 -0.5 -0.2 -0.4
H -16.23936 0.30501 -15.80707 0.5 0.0 0.1
C -14.94087 -1.06333 -16.99808 0.7 1.6 0.0
C -12.95424 -0.63607 -10.58762 0.2 1.5 -1.0
N -14.19487 2.29700 -16.53603 0.0 0.7 0.3
H -14.95888 0.33066 -18.72112 0.1 -0.3 -0.3
C -21.93867 9.13320 -16.21577 -0.6 -0.4 -0.4
H -22.30682 10.14990 -16.07836 0.4 0.1 0.3
H -9.39308 -1.41406 -9.30587 0.2 0.4 0.2
H -14.08916 -1.17362 -16.32686 -0.4 -1.0 0.4
H -16.18434 -7.52170 -16.88219 0.3 0.2 -0.4
H -5.85362 6.28170 -15.83737 0.5 -0.3 -0.1
H -13.89670 -0.52249 -11.10266 -0.2 0.3 0.2
H -16.41957 -1.39418 -15.40228 0.2 -0.1 0.0
C -6.49811 5.54997 -15.35027 0.2 1.1 0.3
F -9.79388 1.07835 -9.98165 -0.5 -0.3 -0.1
N -7.60132 2.42270 -19.10004 1.3 1.4 1.9
H -7.23827 6.21178 -14.90052 -0.1 -0.2 0.4
C -14.32415 0.09637 -17.86653 -1.1 -0.4 -0.6
C -12.82363 -8.56451 -17.27990 0.6 -1.9 1.0
H -5.97233 5.03478 -14.54638 0.1 -0.1 -0.2
H -19.99400 7.30186 -15.00175 -0.5 -0.4 -0.2
C -14.24412 1.34291 -17.16220 0.1 0.0 0.6
C -20.39260 6.57992 -17.03938 -1.5 -2.6 -2.4
C -19.82177 7.57005 -16.04412 -1.2 0.2 -0.8
H -14.57256 -8.63084 -14.56746 0.1 0.2 0.0
C -7.04411 3.03996 -18.27623 -1.3 -1.1 -1.2
C -11.32112 -2.18477 -9.64951 -1.9 1.1 -0.1
C -7.24818 4.67477 -16.31637 0.4 0.5 -0.4
H -15.86930 -7.39472 -14.68457 0.0 -0.3 0.5
H -17.10972 -0.71985 -16.84755 0.1 -0.2 -0.3
H -12.25390 1.39873 -10.93273 0.1 0.0 -0.1
```
Positions in Å, forces in eV/Å.

Among the records above, which one has the highest HOMO energy? C2H9NO2Si

The lowest ΔE to the lowest compared entry with this formula, charge and spin belongs to which entry? C22H33FN4

Which value of HOMO energy does entry 3 give? -0.34191 Ha